(1)
This record from the OMol25 dataset describes a cluster of 2 separate species, C5H14O3PS in total at a distorted geometry. The level of theory is ωB97M-V/def2-TZVPD.

```
24
Properties=species:S:1:pos:R:3:forces:R:3:nbo_charge:R:1
C 0.007 1.994 -2.219 1.4 0.5 -0.6 -0.234
C 0.646 -2.579 -0.528 -2.2 0.6 0.6 -0.261
C -3.052 -0.025 0.024 1.3 1.7 -1.1 -0.239
C 0.355 0.701 1.951 -0.6 -1.3 -1.9 -0.256
C 1.746 0.226 1.959 0.2 -0.6 -1.1 -0.580
O -0.708 1.050 -1.519 -1.3 -3.2 2.6 -0.810
O 0.427 -1.282 -1.229 -1.1 0.2 0.9 -0.806
O -1.826 -0.757 -0.139 1.2 0.1 -0.7 -0.825
P -0.417 -0.123 -0.463 0.6 0.6 0.5 2.066
S 2.527 0.581 0.262 -0.6 0.0 1.9 -0.011
H -0.496 2.919 -2.098 -0.4 1.0 0.0 0.204
H -0.013 1.690 -3.244 0.2 0.0 -0.7 0.208
H 1.025 2.096 -1.862 0.2 0.0 0.0 0.191
H 1.563 -2.972 -0.776 2.4 -0.2 -1.1 0.209
H -0.065 -3.405 -0.926 0.5 1.9 1.3 0.236
H 0.765 -2.318 0.565 -1.0 -0.9 -1.0 0.186
H -3.694 -0.767 0.280 -2.3 -2.0 0.5 0.211
H -3.334 0.478 -0.928 0.2 -0.3 0.9 0.212
H -2.980 0.635 0.874 0.1 0.6 0.0 0.188
H -0.390 0.195 2.564 0.1 0.1 -0.2 0.230
H 0.264 1.765 1.866 -0.4 0.4 -0.3 0.217
H 2.235 0.880 2.695 0.3 -0.4 0.0 0.273
H 1.870 -0.879 2.155 -0.1 1.4 0.0 0.241
H 3.546 -0.102 0.736 1.1 -0.2 -0.5 0.151
```
Forces are in eV/Å.

The HOMO energy comes out at -13.2386 eV. The value obtained for the total energy is -1163.84669 a.u. The value obtained for the frontier orbital gap is 8.30 eV. Its net charge is +1.

(2)
This record from the OMol25 dataset describes an isolated molecule of C5H14OSi2 at a distorted geometry. The level of theory is ωB97M-V/def2-TZVPD.

```
22
Properties=species:S:1:pos:R:3:forces:R:3:nbo_charge:R:1
C 0.631 0.365 -3.332 2.9 1.2 -2.9 -0.349
C -0.288 0.118 -2.465 -4.0 -1.8 1.3 -0.684
Si -0.274 0.483 -0.627 -0.2 -0.6 0.6 1.443
O -1.393 1.695 -0.249 2.3 -0.1 -0.9 -1.084
Si 1.682 1.544 0.040 -0.2 0.6 -1.8 0.322
C -0.839 -1.175 0.305 2.2 -0.5 -2.5 -0.820
C -1.051 -1.013 1.755 -1.4 1.4 0.4 -0.401
C 0.258 -0.931 2.506 -1.9 -0.2 -1.0 -0.612
H 0.534 -0.007 -4.406 0.3 0.7 1.5 0.200
H 1.545 1.026 -3.090 -1.4 -1.3 -0.4 0.201
H -1.253 -0.468 -2.848 2.1 1.1 0.8 0.216
H -2.220 1.483 0.100 -2.0 -0.6 0.8 0.491
H 2.008 2.523 -1.207 -0.3 -0.6 1.8 -0.111
H 1.606 1.926 1.454 -0.1 0.8 0.0 -0.120
H 2.772 0.627 0.071 0.9 -0.8 -0.2 -0.153
H -1.726 -1.309 -0.305 -0.7 -0.4 0.2 0.216
H -0.214 -2.193 0.179 -1.0 2.5 -0.3 0.231
H -1.667 -1.868 2.023 -0.2 0.2 0.8 0.200
H -1.585 -0.024 1.973 0.1 -1.5 -0.2 0.186
H 0.061 -1.309 3.431 -0.2 -0.9 2.9 0.210
H 0.944 -1.579 2.063 1.7 -0.5 -0.8 0.205
H 0.471 0.085 2.631 1.3 1.4 -0.1 0.211
```
Forces are in eV/Å.

The HOMO energy comes out at -9.2954 eV. The value obtained for the total energy is -853.07910 a.u. The value obtained for the frontier orbital gap is 10.07 eV.

(3)
This record from the OMol25 dataset describes a cluster of 2 separate species, C5H14P2 in total at a distorted geometry. The level of theory is ωB97M-V/def2-TZVPD.

```
21
Properties=species:S:1:pos:R:3:forces:R:3:nbo_charge:R:1
C -1.956 -1.558 -0.277 -1.7 0.9 -3.9 -0.603
C 1.481 -1.013 0.949 1.7 0.3 -0.8 -0.952
C 1.599 1.841 0.747 -1.0 -2.5 0.3 -0.910
C -0.730 -1.153 -1.033 2.1 1.5 1.7 -0.485
C -0.360 0.259 -0.585 2.7 2.7 -1.2 -0.680
P -1.793 1.360 -1.004 -0.4 0.5 0.9 0.299
P 0.388 0.505 1.105 -0.6 -1.2 -0.6 0.792
H -2.864 -0.896 -0.525 1.2 -1.5 0.5 0.214
H -2.040 -2.586 -0.498 -1.1 -1.2 -0.3 0.219
H -1.681 -1.498 0.684 0.4 0.4 3.9 0.202
H 0.975 -1.975 1.068 -0.2 0.3 0.2 0.229
H 2.364 -1.052 1.640 -0.8 0.3 -0.5 0.240
H 1.886 -0.986 -0.129 -0.3 -0.1 1.5 0.217
H 2.348 1.402 0.139 1.2 -0.1 -0.2 0.227
H 1.800 2.099 1.735 1.5 0.9 1.5 0.229
H 1.161 2.638 0.264 -1.2 1.7 -1.1 0.233
H 0.097 -1.794 -0.701 -0.4 -0.1 -0.7 0.212
H -0.710 -1.046 -2.072 -0.7 -0.7 -1.8 0.220
H 0.887 0.965 -1.434 -3.2 -2.0 1.5 0.144
H -1.305 2.620 -0.588 0.3 0.0 -0.1 -0.026
H -2.508 1.267 0.282 0.4 -0.1 -0.9 -0.022
```
Forces are in eV/Å.

The HOMO energy comes out at -8.4998 eV. The value obtained for the total energy is -881.46598 a.u. The value obtained for the frontier orbital gap is 9.30 eV.

(4)
This record from the OMol25 dataset describes a cluster of 2 separate species, C5H14PS in total at a distorted geometry. The level of theory is ωB97M-V/def2-TZVPD.

```
21
Properties=species:S:1:pos:R:3:forces:R:3:nbo_charge:R:1
C -0.914 -1.680 -0.110 -2.1 -1.1 0.9 -0.994
C 1.127 -1.683 1.960 1.4 0.0 2.3 -1.023
C -1.043 0.413 1.742 3.2 1.6 -0.4 -0.927
C 1.096 0.181 -0.359 2.2 0.2 -1.0 -1.012
C -0.190 3.037 -3.298 -1.1 1.2 -0.7 -0.451
P 0.145 -0.690 0.903 -0.9 0.4 0.0 1.587
S -1.065 1.821 -2.780 -0.6 -0.5 0.6 0.045
H -1.038 -0.976 -0.924 -0.7 -0.3 -0.6 0.262
H -1.931 -1.857 0.443 1.9 0.3 -1.1 0.277
H -0.545 -2.655 -0.474 0.1 0.6 0.2 0.284
H 0.588 -2.487 2.510 -0.2 0.9 -0.3 0.295
H 1.644 -0.988 2.767 -0.6 -1.6 -1.8 0.291
H 1.806 -2.281 1.327 0.3 0.7 0.3 0.284
H -0.507 1.415 1.906 -1.0 -1.4 0.0 0.271
H -1.468 0.028 2.622 -0.3 -0.6 1.3 0.271
H -1.799 0.514 1.023 -1.2 0.6 -1.1 0.258
H 0.738 1.196 -0.648 -0.2 -0.9 0.4 0.295
H 2.240 0.332 -0.207 -2.0 -0.5 0.2 0.294
H -0.615 4.075 -3.398 0.7 -1.0 0.3 0.217
H 0.742 2.804 -3.754 1.0 0.4 -0.2 0.198
H 0.989 -0.517 -1.250 0.3 1.1 0.8 0.276
```
Forces are in eV/Å.

The HOMO energy comes out at -11.8586 eV. The value obtained for the total energy is -938.15506 a.u. The value obtained for the frontier orbital gap is 8.54 eV. Its net charge is +1.

(5)
This record from the OMol25 dataset describes a cluster of 2 separate species, C5H14S in total at a distorted geometry. The level of theory is ωB97M-V/def2-TZVPD.

```
20
Properties=species:S:1:pos:R:3:forces:R:3:nbo_charge:R:1
C 1.404 -1.671 -0.601 1.0 -0.6 -1.4 -0.609
C 1.148 -1.624 0.895 -2.1 1.2 -1.0 -0.410
C -0.398 -1.698 1.112 0.9 -2.7 0.6 -0.639
H 1.063 -0.867 -1.260 -0.3 0.3 0.6 0.201
H 2.491 -1.706 -0.760 -0.1 0.0 -0.1 0.204
H 1.022 -2.581 -1.113 0.0 0.2 0.7 0.204
H 1.796 -2.399 1.266 -0.3 -0.2 1.0 0.212
H 1.368 -0.634 1.274 1.0 0.1 0.2 0.197
H -0.690 -2.754 1.416 -0.1 0.6 -2.1 0.218
H -0.855 -1.370 1.990 0.3 1.9 2.0 0.212
H -0.889 -1.116 0.344 -0.4 -0.8 -0.6 0.209
C -0.463 1.665 -1.360 0.3 -0.3 -0.7 -0.648
C -1.442 1.895 -0.201 1.5 -0.8 -0.4 -0.551
S -1.439 3.588 0.321 -1.3 1.7 -0.4 -0.028
H -0.519 1.140 -2.307 -1.9 -0.4 -0.2 0.225
H 0.306 1.077 -0.949 1.5 -0.3 0.7 0.203
H -0.054 2.575 -1.701 0.6 1.3 0.0 0.221
H -2.398 1.419 -0.261 -0.7 0.2 -0.1 0.231
H -0.892 1.426 0.583 -0.3 -0.7 0.9 0.225
H -0.560 3.636 1.312 0.3 -0.6 0.2 0.122
```
Forces are in eV/Å.

The HOMO energy comes out at -9.0958 eV. The value obtained for the total energy is -597.00465 a.u. The value obtained for the frontier orbital gap is 9.95 eV.

(6)
This record from the OMol25 dataset describes a cluster of 2 separate species, C5H14S in total at a distorted geometry. The level of theory is ωB97M-V/def2-TZVPD.

```
20
Properties=species:S:1:pos:R:3:forces:R:3:nbo_charge:R:1
C -2.863 -0.503 0.470 -0.4 -0.2 -0.8 -0.607
C -2.551 0.430 -0.717 0.4 -0.2 0.3 -0.392
C -3.058 0.074 -2.128 -0.2 1.1 0.3 -0.612
H -2.526 -0.034 1.393 0.0 -0.2 0.1 0.208
H -2.425 -1.501 0.364 0.3 0.3 0.0 0.203
H -3.932 -0.708 0.539 -0.2 0.3 0.1 0.201
H -2.870 1.443 -0.433 -0.2 -0.2 -0.3 0.195
H -1.472 0.521 -0.775 0.3 -0.1 0.0 0.187
H -3.042 -0.964 -2.434 0.3 -0.3 0.2 0.208
H -4.080 0.423 -2.219 -0.4 -0.1 -0.1 0.202
H -2.501 0.685 -2.852 0.0 -0.4 0.1 0.208
C 0.927 0.838 0.821 0.2 -0.8 -0.2 -0.728
S 2.311 -0.371 1.148 -1.3 1.8 1.1 0.206
C 3.114 -0.119 -0.390 1.2 -1.6 -1.1 -0.789
H 0.387 0.340 0.019 -0.1 0.4 -0.2 0.205
H 0.192 1.079 1.591 0.4 -0.5 0.4 0.228
H 1.362 1.774 0.503 0.1 0.1 -0.2 0.213
H 4.010 -0.727 -0.189 -0.1 -0.2 -0.6 0.232
H 3.554 0.782 -0.817 -0.6 0.8 0.8 0.223
H 2.519 -0.594 -1.178 0.3 0.0 0.0 0.209
```
Forces are in eV/Å.

The HOMO energy comes out at -8.5461 eV. The value obtained for the total energy is -597.04745 a.u. The value obtained for the frontier orbital gap is 9.53 eV.

What did the third record say?
This record from the OMol25 dataset describes a cluster of 2 separate species, C5H14P2 in total at a distorted geometry. The level of theory is ωB97M-V/def2-TZVPD.

```
21
Properties=species:S:1:pos:R:3:forces:R:3:nbo_charge:R:1
C -1.956 -1.558 -0.277 -1.7 0.9 -3.9 -0.603
C 1.481 -1.013 0.949 1.7 0.3 -0.8 -0.952
C 1.599 1.841 0.747 -1.0 -2.5 0.3 -0.910
C -0.730 -1.153 -1.033 2.1 1.5 1.7 -0.485
C -0.360 0.259 -0.585 2.7 2.7 -1.2 -0.680
P -1.793 1.360 -1.004 -0.4 0.5 0.9 0.299
P 0.388 0.505 1.105 -0.6 -1.2 -0.6 0.792
H -2.864 -0.896 -0.525 1.2 -1.5 0.5 0.214
H -2.040 -2.586 -0.498 -1.1 -1.2 -0.3 0.219
H -1.681 -1.498 0.684 0.4 0.4 3.9 0.202
H 0.975 -1.975 1.068 -0.2 0.3 0.2 0.229
H 2.364 -1.052 1.640 -0.8 0.3 -0.5 0.240
H 1.886 -0.986 -0.129 -0.3 -0.1 1.5 0.217
H 2.348 1.402 0.139 1.2 -0.1 -0.2 0.227
H 1.800 2.099 1.735 1.5 0.9 1.5 0.229
H 1.161 2.638 0.264 -1.2 1.7 -1.1 0.233
H 0.097 -1.794 -0.701 -0.4 -0.1 -0.7 0.212
H -0.710 -1.046 -2.072 -0.7 -0.7 -1.8 0.220
H 0.887 0.965 -1.434 -3.2 -2.0 1.5 0.144
H -1.305 2.620 -0.588 0.3 0.0 -0.1 -0.026
H -2.508 1.267 0.282 0.4 -0.1 -0.9 -0.022
```
Forces are in eV/Å.

The HOMO energy comes out at -8.4998 eV. The value obtained for the total energy is -881.46598 a.u. The value obtained for the frontier orbital gap is 9.30 eV.

> What is the frontier orbital gap in the fifth record?

9.95 eV

> What is the HOMO energy in the fourth record?

-11.8586 eV

> The lowest HOMO energy belongs to which entry?

C5H14O3PS